Density functional theory data (the ωB97M-V functional and the def2-TZVPD basis) for a structure of composition C18H25N4O2OsS5.

For the LUMO energy (spin up / spin down), the calculation gives -0.4208 / -0.4208 Eh. Its gap between HOMO and LUMO (spin up / spin down) is 3.9 / 3.9 eV. The calculation puts the max |F| at 0.01432 hartree/bohr.

The geometry in ORCA input format:
```
! RIJCOSX wB97M-V def2-TZVPD def2/J DEFGRID3
* xyz 3 1
C 0.03297 -2.59904 3.06382
H -4.97195 4.30499 -4.50349
S 1.87846 1.24184 0.06352
C 3.60479 0.91840 -0.38308
H 0.21057 -3.46716 3.70096
C -2.09149 3.81719 -2.94144
Os 0.77238 -0.86748 0.25281
C -2.09242 -3.37129 -2.18597
H 2.98804 2.50694 1.75882
S 0.68393 -2.98105 1.42110
C 2.00274 2.04525 1.70845
H 1.53752 1.53575 3.76091
C -2.86609 -2.22211 -2.32847
H -3.44929 5.04871 -4.78553
C 2.35359 -3.67435 1.72132
C -1.55572 3.10913 -1.90840
H -0.27046 -4.11846 -1.28111
H 4.42356 -3.09953 1.44394
S 3.08359 -1.67459 0.06931
H -3.79865 -2.24536 -2.87911
C 3.44689 -2.63210 1.57472
C 1.78892 1.04227 2.81901
H 4.15444 1.83450 -0.16022
H -1.48120 4.51955 -3.49312
H -2.40415 -4.31333 -2.61258
S -1.73452 1.40261 0.14244
H 2.65313 0.39706 2.97250
C -3.46449 3.66675 -3.27984
N -2.51623 -1.03421 -1.80359
H 2.34022 -4.14465 2.70483
N -3.99768 4.38335 -4.26936
N -0.59374 -2.09281 -0.92439
C -1.41271 -1.03772 -1.13124
H -1.04577 -2.50272 2.92329
H 1.73799 -1.47062 3.76823
S 0.36684 -0.02639 2.40164
C -3.72260 2.03251 -1.51983
C -4.26105 2.75149 -2.54386
H 3.49041 -1.95190 2.42474
H -5.30860 2.64167 -2.79043
H -4.33366 1.34755 -0.94825
H -0.51989 3.25683 -1.63182
H 4.28819 -0.09155 1.40002
C 4.18514 -0.26460 0.32872
H 3.60806 0.79327 -1.46727
H 5.15927 -0.53481 -0.08152
O -2.72078 0.76113 0.94920
O -0.64959 2.12904 0.76163
H 2.46031 -4.46274 0.97591
N -0.80261 0.02724 -0.44759
H 1.23558 2.81559 1.70129
C -0.92453 -3.27325 -1.45554
C -2.36430 2.20580 -1.18718
H 0.19802 -1.03337 4.53269
C 0.66858 -1.34919 3.59843
*
```